A 4-piece molecular cluster, C27H27N6O8S overall at a distorted geometry. Source: OMol25; level of theory: ωB97M-V/def2-TZVPD.

Its HOMO-LUMO gap is 0.21800 hartree.

Structure (ORCA input):
```
! RIJCOSX wB97M-V def2-TZVPD def2/J DEFGRID3
* xyz 1 1
C 1.79302 -1.71849 3.49392
C 1.55859 -0.29037 2.65606
O 1.45259 0.88714 3.53046
C 0.06043 1.44776 3.50446
C -0.90939 0.25874 4.07699
O -2.24138 0.74901 4.56582
C -3.11063 -0.41755 4.38812
C -2.80823 -1.90463 4.91399
N -3.68764 -3.04675 4.67596
N -4.86810 -3.15096 4.03760
C -5.22778 -1.84485 3.49279
C -4.51501 -0.42183 3.57640
N -5.12078 0.80749 2.93811
C -5.57340 0.56969 1.66398
S -6.44708 0.16950 0.23869
H 2.41512 -1.56474 4.47444
H 2.23401 -2.56963 2.80433
H 0.72275 -2.11520 3.83452
H 2.56220 -0.14702 2.02713
H 0.69702 -0.39529 1.86095
H -0.04039 2.42267 4.14446
H -0.20069 1.69361 2.37260
H -0.38115 -0.44263 4.88384
H -1.18123 -0.43164 3.14166
H -1.80717 -2.06533 5.53092
H -3.34984 -3.98019 5.06807
H -6.24863 -1.85341 2.86892
C 5.25850 0.64621 -2.96969
C 4.18654 -0.12737 -3.41758
C 3.59618 -1.06431 -2.56727
C 4.08664 -1.21575 -1.26293
C 5.16763 -0.44590 -0.81321
C 5.75166 0.48588 -1.67366
N 3.45394 -2.18094 -0.35597
O 2.51239 -2.85661 -0.79718
O 3.89444 -2.26198 0.79964
H 5.71192 1.37945 -3.63450
H 3.80877 0.00231 -4.42952
H 2.76152 -1.65940 -2.93135
H 5.56149 -0.55664 0.19493
H 6.58931 1.09044 -1.33293
C 3.54573 6.78915 -1.22682
C 3.96881 5.81702 -0.31902
C 4.84818 4.81273 -0.72830
C 5.30323 4.79409 -2.05395
C 4.87408 5.76429 -2.96938
C 3.99229 6.76204 -2.54911
N 6.24764 3.75589 -2.48373
O 6.58881 2.90433 -1.64937
O 6.65282 3.79267 -3.65442
H 2.86443 7.57353 -0.90158
H 3.61520 5.84397 0.70947
H 5.16856 4.06246 -0.00872
H 5.21544 5.75883 -4.00243
H 3.65571 7.52146 -3.25142
C -4.17422 -3.68707 -3.41520
C -5.07968 -4.30266 -4.28084
C -6.45216 -4.11292 -4.10856
C -6.90880 -3.29725 -3.06407
C -6.00230 -2.68425 -2.18890
C -4.63216 -2.88373 -2.36947
N -8.34935 -3.07336 -2.89325
O -9.12003 -3.64842 -3.67624
O -8.71213 -2.31927 -1.97905
H -3.10479 -3.83345 -3.55696
H -4.71513 -4.92852 -5.09260
H -7.14489 -4.59957 -4.79168
H -6.34310 -2.05273 -1.37111
H -3.92033 -2.40978 -1.69723
*
```



C27H28AsOP2RbS4 as an isolated structure. Source: OMol25; level of theory: ωB97M-V/def2-TZVPD.

Its HOMO-LUMO gap is 0.13189 hartree. As for the energy relative to the best compared isomer or geometry (same formula, charge and spin): 68.5 kJ/mol.

Structure (ORCA input):
```
! RIJCOSX wB97M-V def2-TZVPD def2/J DEFGRID3
* xyz -2 1
Rb 0.33444 -0.15802 -0.15058
C -2.67631 -1.32665 1.78233
C -2.05565 -1.33220 3.18401
P -0.40735 -0.44856 3.24408
C -0.31539 -0.13022 5.05301
C 0.81254 -0.45457 5.81125
C 0.89996 -0.09973 7.14711
C -0.13189 0.59615 7.76253
C -1.24759 0.94817 7.01458
C -1.33202 0.60120 5.67749
C 0.79854 -1.82031 3.09876
C 0.66498 -3.03274 3.77922
C 1.59668 -4.04136 3.60055
C 2.67749 -3.85352 2.74714
C 2.83816 -2.64413 2.08825
C 1.90439 -1.63429 2.26885
P -1.87178 -2.54515 0.61825
C -2.84963 -4.03219 1.08644
C -2.35147 -4.80168 2.14260
C -3.05382 -5.89326 2.62746
C -4.26032 -6.25726 2.04488
C -4.74570 -5.52459 0.96958
C -4.05057 -4.42357 0.49356
C -2.61721 -2.01995 -0.96921
C -3.84295 -1.36069 -1.07653
C -4.33085 -0.98782 -2.31742
C -3.59714 -1.25780 -3.46582
C -2.37634 -1.90522 -3.37230
C -1.89142 -2.28772 -2.13047
H -2.56010 -0.33980 1.32063
H -3.74181 -1.55569 1.85460
H -1.95527 -2.35206 3.56247
H -2.71616 -0.79685 3.86696
H 1.62640 -0.99415 5.34355
H 1.78346 -0.36275 7.71688
H -0.06248 0.86834 8.80809
H -2.04991 1.50868 7.47991
H -2.19425 0.92002 5.10351
H -0.16346 -3.19031 4.46089
H 1.48293 -4.98285 4.12597
H 3.39425 -4.65132 2.59628
H 3.67798 -2.48682 1.42439
H 2.06207 -0.68560 1.76586
H -1.38842 -4.54005 2.56942
H -2.65665 -6.47327 3.45241
H -4.81156 -7.11225 2.41712
H -5.67610 -5.81813 0.49735
H -4.43644 -3.86937 -0.35181
H -4.41749 -1.11817 -0.19069
H -5.27530 -0.46038 -2.38533
H -3.96259 -0.92691 -4.43004
H -1.77194 -2.07095 -4.25341
H -0.91635 -2.75767 -2.06655
S 1.59996 -1.33937 -2.77019
As 1.89487 0.80743 -2.82264
S -0.07082 1.74582 -2.90175
S 2.86591 1.37622 -0.97402
S 3.05887 1.39435 -4.50282
C -2.10725 2.92997 -0.18175
O -1.60853 1.61390 -0.22438
H -2.99710 3.04792 -0.81472
H -1.35687 3.64963 -0.51985
H -2.38429 3.16248 0.85129
H -1.07521 1.56006 -1.08141
*
```



C27H28BBr66NS as an isolated structure at a distorted geometry. Source: OMol25; level of theory: ωB97M-V/def2-TZVPD.

Its HOMO-LUMO gap is 0.29122 hartree.

Structure (ORCA input):
```
! RIJCOSX wB97M-V def2-TZVPD def2/J DEFGRID3
* xyz 0 1
S 5.29751 2.40158 -3.07352
B 4.21754 3.14277 -4.39326
C 2.64455 2.74790 -4.26307
C 2.24762 1.56066 -4.98564
C 0.83225 1.14218 -4.85358
C 0.07558 2.05651 -3.97952
C 0.58896 3.22896 -3.34663
N 1.90042 3.58816 -3.49114
H 4.60737 1.24229 -2.77227
H 4.65631 3.83099 -5.24314
H 2.95675 0.95309 -5.59428
H 0.40351 0.20804 -5.34467
H -1.00109 1.82013 -3.80376
H -0.04921 3.86786 -2.69011
C -2.84294 5.27680 -4.36040
Br -3.91041 3.66631 -4.26586
Br -2.23888 5.84049 -2.61068
Br -1.37340 5.09244 -5.60166
H -3.48566 6.06274 -4.74266
C 8.53052 1.13211 -1.22428
Br 8.92822 -0.74857 -1.42569
Br 7.26338 1.43198 0.20510
Br 10.13129 2.19419 -1.00660
H 8.05518 1.45822 -2.14433
C 5.42178 -3.35199 -2.53403
Br 4.91130 -4.31268 -4.13271
Br 7.12598 -3.95645 -1.84631
Br 5.39581 -1.43883 -2.81101
H 4.67612 -3.57443 -1.77752
C -1.00925 -1.21946 -1.62199
Br 0.24926 -1.85164 -0.30264
Br -2.14303 0.18520 -0.92765
Br -0.11434 -0.67584 -3.25195
H -1.65702 -2.05478 -1.87234
C 2.56351 7.12654 -5.22408
Br 4.39569 7.75581 -5.07622
Br 2.27261 5.46353 -4.20098
Br 1.28479 8.50262 -4.73918
H 2.39359 6.89231 -6.27237
C -1.22667 -5.26814 -2.14147
Br -2.44977 -4.14227 -3.13647
Br -1.78196 -7.11827 -2.15560
Br 0.59562 -5.05872 -2.75571
H -1.25605 -4.93616 -1.10837
C 8.08227 8.68569 -5.31640
Br 7.66342 9.31830 -3.53814
Br 8.61396 10.13225 -6.48457
Br 9.39576 7.26688 -5.28408
H 7.17002 8.26474 -5.72731
C 4.69010 11.53373 -6.93701
Br 6.09982 12.05468 -8.15090
Br 3.60120 13.04444 -6.40953
Br 3.62348 10.09316 -7.65054
H 5.16860 11.15734 -6.03724
C 4.24108 -0.92838 1.74949
Br 3.65826 0.17551 0.27574
Br 3.01932 -0.83047 3.24240
Br 4.55775 -2.75594 1.19621
H 5.19233 -0.53069 2.08919
C -5.94896 -7.19924 -0.70750
Br -7.38335 -7.77617 0.45403
Br -6.61678 -6.35363 -2.31177
Br -4.68656 -6.07331 0.22623
H -5.41317 -8.09025 -1.01718
C -2.95831 1.17858 -8.01485
Br -3.19180 3.09620 -8.02788
Br -1.56516 0.63462 -6.78615
Br -4.61972 0.25015 -7.67037
H -2.63523 0.89264 -9.01000
C -9.01198 -5.70497 3.38346
Br -7.78564 -4.34094 3.99156
Br -9.28430 -7.07226 4.72443
Br -10.68484 -4.94928 2.77757
H -8.55201 -6.18730 2.52843
C 4.09497 0.54562 7.20502
Br 5.17545 0.91304 5.64580
Br 2.37624 1.42776 7.11336
Br 3.91191 -1.35304 7.51581
H 4.61936 0.95912 8.06046
C -9.44716 -9.50051 7.72940
Br -9.03579 -11.37832 7.52664
Br -10.72886 -9.19322 9.14308
Br -7.84739 -8.44204 7.96758
H -9.91074 -9.17431 6.80426
C -0.22811 11.94757 -6.85129
Br -0.78858 13.08302 -8.31345
Br -1.48457 11.99431 -5.38147
Br 0.11989 10.14080 -7.43532
H 0.71060 12.34708 -6.48064
C 6.43216 -1.76115 11.31003
Br 7.51378 -1.39271 9.74984
Br 4.71325 -0.87718 11.21943
Br 6.24762 -3.66173 11.62309
H 6.95617 -1.34841 12.16521
C 3.36259 -6.71561 10.73746
Br 1.97229 -7.89542 10.09502
Br 4.98804 -7.68035 11.15634
Br 3.68710 -5.25328 9.51306
H 3.00585 -6.27974 11.66443
C -5.32733 -8.05837 11.37739
Br -3.51265 -7.90785 10.72600
Br -5.88253 -9.90263 11.53416
Br -5.57912 -7.09005 13.03195
H -5.97064 -7.59495 10.63674
C 7.30510 -4.92309 7.97481
Br 6.08044 -3.79666 6.98782
Br 6.75454 -6.77732 7.95403
Br 9.12768 -4.70730 7.36592
H 7.27452 -4.59363 9.00900
C -5.17382 6.94091 -8.83540
Br -6.26505 5.34674 -8.75300
Br -4.56239 7.48509 -7.08420
Br -3.70522 6.74208 -10.07703
H -5.80488 7.73863 -9.21326
C -8.47610 8.87126 -5.68064
Br -7.23184 8.21120 -4.35550
Br -9.58086 10.29398 -4.98071
Br -7.57960 9.39864 -7.31175
H -9.13732 8.04940 -5.93304
C -9.20592 -14.80135 9.44788
Br -7.39463 -14.65186 8.78634
Br -9.75609 -16.64663 9.62177
Br -9.44898 -13.81999 11.09549
H -9.85402 -14.34451 8.70733
*
```



C27H28BCeN4O2 as an isolated structure at a distorted geometry. Source: OMol25; level of theory: ωB97M-V/def2-TZVPD.

Its HOMO-LUMO gap (alpha / beta) is 0.28174 / 0.28052 hartree. As for the energy relative to the best compared isomer or geometry (same formula, charge and spin): 16.0 kJ/mol.

Structure (ORCA input):
```
! RIJCOSX wB97M-V def2-TZVPD def2/J DEFGRID3
* xyz 0 2
Ce -0.12307 0.62776 -0.26138
C -0.22328 3.32919 -3.46867
C -0.09412 1.83975 -3.29015
C 1.13961 1.24814 -3.01417
C 1.25706 -0.13309 -2.88459
C 0.13823 -0.94718 -3.03764
C -1.09757 -0.36745 -3.30077
C -1.20936 1.01066 -3.41741
H 0.74273 3.82674 -3.38429
H -0.87920 3.75420 -2.70661
H -0.65203 3.55676 -4.44651
H 2.01845 1.87394 -2.92252
H 2.22832 -0.57334 -2.70215
H 0.23492 -2.02304 -2.98552
H -1.97010 -0.99210 -3.43450
H -2.17653 1.45542 -3.62140
C 3.37805 0.58493 3.00094
C 3.52956 -0.76690 3.29303
C 2.88979 -1.70360 2.49367
C 2.09192 -1.28191 1.42330
C 1.90187 0.07330 1.10412
C 2.57691 0.98042 1.93550
C 1.37031 -2.32053 0.62987
C 1.92202 -3.62239 0.45780
C 1.21849 -4.57318 -0.20710
C -0.07893 -4.28044 -0.69347
C -0.89204 -5.23694 -1.34824
C -2.13985 -4.89832 -1.78670
C -2.62709 -3.58714 -1.57523
C -1.85963 -2.64536 -0.95061
C -0.55524 -2.97139 -0.50521
N 0.20323 -1.99956 0.10278
H 3.87709 1.32990 3.61218
H 4.13762 -1.08715 4.13200
H 2.99044 -2.75869 2.73039
H 2.48262 2.04743 1.74899
H 2.91456 -3.82684 0.83442
H 1.63683 -5.56195 -0.36872
H -0.50794 -6.24268 -1.48876
H -2.76159 -5.63277 -2.28626
H -3.62753 -3.32908 -1.90463
H -2.24273 -1.64684 -0.77709
C -2.52244 1.20388 4.14837
C -1.84544 0.94043 2.84292
N -0.70994 0.38803 2.67225
O -0.10887 -0.04151 3.81160
C -2.43670 1.33674 1.52738
C -3.09394 2.65115 1.31578
N -2.20024 0.47968 0.60593
O -2.30345 0.83688 -0.70188
H -1.82573 1.09597 4.97356
H -3.34704 0.49952 4.29193
H -2.94363 2.21138 4.15752
H 0.77955 -0.28519 3.49823
H -4.05242 2.69244 1.83918
H -3.26024 2.80391 0.25535
H -2.46148 3.44933 1.70986
B 2.22012 4.93945 -0.26915
C 1.15451 3.78820 -0.27034
N 0.39153 2.91750 -0.31191
H 3.11774 4.54145 -0.99250
H 2.59619 5.08303 0.87853
H 1.68912 5.93904 -0.71131
*
```



C27H28BrCdN2O3S2 as an isolated structure. Source: OMol25; level of theory: ωB97M-V/def2-TZVPD.

Its HOMO-LUMO gap is 0.24641 hartree. As for the energy relative to the best compared isomer or geometry (same formula, charge and spin): 5.2 kJ/mol.

Structure (ORCA input):
```
! RIJCOSX wB97M-V def2-TZVPD def2/J DEFGRID3
* xyz 1 1
Cd 1.82270 -0.32376 1.29552
S -0.24963 1.05983 1.89035
C -0.89762 1.48920 0.40222
N -2.10200 2.01336 0.30200
C -2.61756 2.46769 -0.99651
C -1.48367 3.11516 -1.73326
N -0.42698 2.11173 -1.89861
C 0.16142 2.03475 -3.25442
C -0.85718 1.55449 -4.25513
C -1.32426 2.40909 -5.24559
C -2.28124 1.97306 -6.15452
C -2.77713 0.68188 -6.06884
C -2.31301 -0.17740 -5.07885
C -1.35466 0.25454 -4.17636
C -0.14776 1.25919 -0.93479
S 0.83145 -0.08194 -1.14535
C -3.04658 2.10049 1.44640
C -3.98093 0.91853 1.44947
C -5.11578 0.90798 0.64248
C -5.94827 -0.20024 0.61893
C -5.65420 -1.30465 1.40810
C -4.53406 -1.29425 2.22630
C -3.69923 -0.18536 2.24814
H -3.41501 3.18150 -0.80647
H -3.02964 1.62674 -1.55859
H -1.09580 3.97908 -1.18857
H -1.80080 3.43239 -2.72383
H 1.02352 1.37713 -3.20000
H 0.50072 3.04114 -3.50506
H -0.93012 3.41711 -5.31884
H -2.63351 2.64119 -6.92895
H -3.52018 0.33991 -6.77688
H -2.69042 -1.18962 -5.01932
H -0.98168 -0.42270 -3.41590
H -3.58178 3.04268 1.33631
H -2.46429 2.14688 2.36043
H -5.37031 1.77721 0.04551
H -6.83323 -0.19732 -0.00333
H -6.30590 -2.16803 1.39402
H -4.31193 -2.14680 2.85410
H -2.82816 -0.17521 2.89149
C 5.51460 2.28446 1.76932
C 4.72753 1.05299 1.40238
O 3.35009 1.38926 1.07493
H 6.53331 2.00619 2.04009
H 5.06382 2.79836 2.61824
H 5.58104 2.97863 0.92756
H 4.65586 0.35965 2.23853
H 5.16959 0.52769 0.55446
H 3.32449 2.19653 0.55566
Br 5.69238 -4.76379 6.07557
C 4.75010 -4.83027 4.43992
C 4.63143 -6.03660 3.76670
C 3.94317 -6.08207 2.56147
C 3.38185 -4.93109 2.03203
C 3.50407 -3.73120 2.72218
C 4.18737 -3.67435 3.93287
C 2.90526 -2.48798 2.17771
O 2.90980 -1.43278 2.89180
O 2.39640 -2.46900 1.02085
H 5.07437 -6.93101 4.18271
H 3.85057 -7.02350 2.03643
H 2.85095 -4.94922 1.09051
H 4.26668 -2.73753 4.46428
*
```



C27H28BrCl2MgN4O3P as an isolated structure at a distorted geometry. Source: OMol25; level of theory: ωB97M-V/def2-TZVPD.

Its HOMO-LUMO gap is 0.26964 hartree. As for the energy relative to the best compared isomer or geometry (same formula, charge and spin): 183.1 kJ/mol.

Structure (ORCA input):
```
! RIJCOSX wB97M-V def2-TZVPD def2/J DEFGRID3
* xyz 0 1
Mg -15.29032 -9.92926 -0.42223
O -18.51045 -14.11994 4.93316
C -17.87127 -13.49837 3.99929
C -17.71495 -13.96601 2.67477
C -17.03597 -13.12842 1.80139
N -16.43014 -11.98572 2.10724
C -16.53782 -11.60283 3.39167
Br -15.79930 -9.85287 3.80151
C -17.22305 -12.30378 4.37318
H -19.30509 -14.69402 4.69293
H -18.19638 -14.87530 2.23941
H -17.05248 -13.37861 0.77246
H -17.34939 -11.92792 5.39843
Cl -17.86043 -13.88761 -1.86341
C -18.49606 -12.44843 -1.14606
C -19.82631 -12.37143 -0.91404
C -20.35438 -11.31493 -0.15458
Cl -22.04010 -11.13402 -0.05162
C -19.51379 -10.27688 0.30345
C -19.94426 -9.07636 0.95215
C -19.07652 -8.13935 1.41193
C -17.66001 -8.38556 1.21076
N -17.25092 -9.39260 0.51407
C -18.14701 -10.37877 0.09305
C -17.61061 -11.42482 -0.80219
O -16.36932 -11.39189 -1.01895
H -20.40289 -13.21765 -1.26991
H -21.00598 -9.04136 1.26280
H -19.31837 -7.23296 1.89294
H -16.86935 -7.74520 1.55489
C -11.72897 -10.23785 3.51018
N -12.56241 -10.05264 2.34513
C -12.68702 -8.66836 1.87656
C -13.17858 -11.01370 1.66953
C -13.11795 -12.47179 2.06307
O -13.91530 -10.73111 0.73569
H -10.89292 -9.52533 3.54453
H -11.31416 -11.18863 3.76200
H -12.23041 -9.90822 4.38571
H -11.75108 -8.13348 2.15436
H -13.46949 -8.13629 2.37765
H -12.82386 -8.52630 0.75694
H -12.16847 -12.83420 2.43644
H -13.36843 -13.03607 1.18705
H -13.89328 -12.57993 2.83198
C -13.23425 -4.69803 0.93407
P -14.90495 -5.47846 1.12683
C -15.35478 -5.26520 -0.64562
C -15.82795 -4.05834 1.80060
C -15.90320 -2.79313 1.21710
C -16.90813 -1.92056 1.60357
C -17.75081 -2.20217 2.72460
C -17.63156 -3.43811 3.37548
C -16.69339 -4.38571 2.88401
H -12.69520 -4.52790 1.85597
H -13.19107 -3.75700 0.39187
H -12.64678 -5.38960 0.26091
H -14.94271 -4.48159 -1.24870
H -16.41116 -5.06422 -0.78989
H -15.17673 -6.19530 -1.17507
H -15.24990 -2.49884 0.42606
H -16.92913 -0.98120 1.01479
H -18.58700 -1.55158 2.95738
H -18.34766 -3.67719 4.13132
H -16.70442 -5.36122 3.22640
N -13.25430 -7.92658 -1.91407
C -14.26537 -8.46898 -1.64696
*
```